No. 1
Molecular formula: C40H27LuN8O9SSb
Method: DFT, wB97M-V/def2-TZVPD

Calculated values
**E_LUMO**: 1.258 eV
**Energy above the lowest of the compared OMol25 structures with the same formula, charge and spin**: 0.424 eV
**HOMO**: -5.907 eV
**Energy**: -4529.7358 Ha
**Total charge**: -1

```
87
Properties=species:S:1:pos:R:3:forces:R:3
Lu 12.93153 12.00441 13.93363 -0.26 -0.51 -0.61
O 15.15786 15.92606 12.42675 -0.07 0.06 1.35
C 15.01930 16.66638 13.56478 0.32 1.06 -0.49
C 15.70304 17.90825 13.64606 -1.58 -0.11 0.66
C 15.37815 18.83766 14.64303 0.59 -0.82 -0.76
C 14.40318 18.50426 15.56615 -0.09 0.68 0.69
C 13.85667 17.24828 15.60495 0.83 -0.76 -0.42
C 14.18593 16.30245 14.63846 0.19 -0.92 0.30
C 13.77386 14.85760 14.81052 0.32 0.88 -1.10
O 13.55609 14.17315 13.74837 0.00 0.06 0.15
N 13.75810 14.39047 16.02620 0.09 0.51 0.87
N 13.52315 13.06093 16.03292 -0.43 -0.66 0.42
C 13.45970 12.49662 17.18536 0.26 -0.14 -1.05
C 13.22576 11.03343 17.20388 0.34 0.32 0.57
C 13.40260 10.26976 18.36473 -0.70 0.00 -1.45
C 13.20274 8.90741 18.37299 -0.02 0.09 -2.37
C 12.91995 8.29730 17.12622 -0.55 0.59 0.82
C 12.63870 9.16329 16.07859 0.46 -0.28 -0.16
N 12.82870 10.47488 16.06016 0.08 0.50 0.33
H 14.62266 15.12601 12.62125 0.03 -0.21 -0.46
H 16.32318 18.24992 12.86013 0.75 -0.18 -0.73
H 15.97340 19.75623 14.67068 -0.60 -0.14 0.09
H 14.07281 19.19069 16.32334 0.16 0.41 0.24
H 13.26874 16.92906 16.44149 -0.44 -0.03 0.20
H 13.63980 13.13427 18.03921 -0.06 -0.28 0.49
H 13.64124 10.77861 19.23224 0.46 0.89 1.73
H 13.24937 8.39386 19.28638 0.27 -0.88 0.95
H 12.78478 7.22861 16.94011 0.00 0.41 0.42
H 12.23214 8.82767 15.16699 -0.22 -0.83 -0.99
O 16.56740 12.00761 11.83822 2.32 0.46 0.82
C 15.43588 11.72991 12.08813 -2.03 -0.40 -0.34
O 14.86107 11.51273 13.23299 0.32 0.03 0.40
C 14.55966 11.56153 10.88277 0.75 -0.48 -1.55
C 15.23555 11.03959 9.75728 -2.69 0.09 -0.17
C 14.47904 10.85239 8.57644 0.14 0.26 -0.75
C 13.12905 11.17046 8.48364 0.89 0.14 0.22
C 12.54101 11.67230 9.62750 -0.63 0.02 -1.72
C 13.19806 11.95420 10.82214 -0.06 -0.31 0.64
O 12.55161 12.46209 11.81344 0.02 0.26 0.55
N 11.09852 11.88348 9.46673 -0.16 -0.50 0.68
O 10.61969 12.98926 9.71502 0.02 -1.02 -0.41
O 10.48438 10.87403 9.11568 -0.05 1.54 0.18
N 15.12380 10.33653 7.32202 -1.03 0.48 0.92
O 14.58369 10.51954 6.23049 0.43 -0.12 0.89
O 16.14796 9.72977 7.50850 0.78 -0.36 -0.55
H 16.24377 10.71220 9.83118 0.61 0.06 -0.01
H 12.59334 11.09864 7.53267 0.19 -0.21 0.52
N 9.38728 6.63298 13.00570 -0.90 -2.20 0.86
C 9.79949 7.54208 12.45704 0.93 2.58 -0.69
N 10.23569 8.66498 11.89267 -0.82 -0.77 -0.63
C 11.00402 9.41720 12.56370 0.18 -0.53 0.04
N 11.74998 10.09434 13.13858 0.89 1.00 0.69
S 10.35717 12.59045 14.87662 0.03 0.00 -0.05
Sb 9.61526 14.14711 13.39059 2.30 -0.92 -0.51
C 8.33647 13.40938 11.97399 0.41 -2.02 -0.63
C 7.72730 14.29434 11.12943 -1.74 0.01 -0.44
C 6.63007 13.85945 10.37694 -0.16 -0.10 -1.22
C 6.28228 12.49732 10.33561 0.92 1.28 1.13
C 7.02532 11.58133 11.08973 0.68 0.88 0.05
C 8.07488 12.00447 11.90594 0.21 1.60 -0.29
C 8.34988 15.28896 14.42734 -2.43 1.76 1.37
C 7.87251 14.70858 15.62399 0.09 1.24 -0.85
C 6.99984 15.46660 16.38812 0.23 0.18 -1.63
C 6.50253 16.67385 15.94416 0.06 -0.10 0.12
C 6.90312 17.24140 14.76365 0.83 -0.06 -0.38
C 7.83190 16.55164 13.98740 0.71 -0.81 0.27
C 11.02508 15.56279 12.75214 -0.26 0.17 0.15
C 11.51135 15.65243 11.47214 0.53 0.25 -1.43
C 12.21604 16.81222 11.08545 -0.27 -1.29 -1.06
C 12.34684 17.89199 11.89358 -0.59 -0.28 -0.01
C 11.86351 17.74264 13.16343 0.63 2.75 2.04
C 11.28954 16.61630 13.64131 -1.31 -1.20 0.43
H 7.96192 15.34131 11.06382 0.32 0.29 0.25
H 6.10619 14.58956 9.70048 0.51 -0.84 0.86
H 5.43357 12.21359 9.76335 -0.44 -0.45 -0.46
H 6.85926 10.54447 10.99262 -0.31 -1.04 -0.07
H 8.78801 11.34196 12.41281 -0.73 -0.02 -0.04
H 8.17878 13.70808 15.91260 0.12 0.24 0.15
H 6.66894 15.09879 17.28357 -0.85 -0.96 2.19
H 5.76769 17.22212 16.48198 -0.40 0.17 0.83
H 6.56427 18.25885 14.58801 0.04 -0.26 -0.63
H 8.20281 16.98235 13.05676 -0.02 -0.05 0.21
H 11.36729 14.90779 10.66917 -0.04 0.14 0.91
H 12.61098 16.84444 10.08665 0.05 -0.03 -0.36
H 12.68459 18.83319 11.53011 0.58 0.47 -0.09
H 11.99135 18.60012 13.86611 -0.14 -0.77 -0.53
H 10.95005 16.57127 14.68796 0.17 0.03 -0.54
```
Positions in Å, forces in eV/Å.

---

No. 2
Molecular formula: C40H28AsCoNO5
Method: DFT, wB97M-V/def2-TZVPD

Calculated values
**E_LUMO (spin up / spin down)**: -0.262 / -0.257 eV
**HOMO (spin up / spin down)**: -8.746 / -8.783 eV
**Energy**: -5590.6660 Ha
**Total charge**: 0
**2S+1**: 2

```
76
Properties=species:S:1:pos:R:3:forces:R:3
Co 0.48397 0.97248 0.27386 0.16 0.02 0.33
O -0.56468 -0.11590 1.55259 0.00 -0.02 -0.13
C -1.00168 0.66913 2.69655 0.09 -0.05 -0.06
C -1.17966 2.11118 2.13014 -0.29 -0.08 0.06
O -1.88996 2.87303 2.74928 0.10 0.11 -0.06
O -0.52936 2.37790 1.04508 0.12 -0.17 -0.35
C -2.31712 0.07912 3.16687 0.04 -0.03 0.03
C -3.45097 0.25097 2.37591 -0.01 0.01 0.00
C -4.64755 -0.34956 2.72322 0.00 0.01 -0.01
C -4.72738 -1.13019 3.87090 0.03 0.00 0.01
C -3.60443 -1.30293 4.66285 -0.01 -0.01 0.02
C -2.40151 -0.70027 4.31248 0.00 0.00 -0.03
C 0.08369 0.71649 3.76366 0.04 -0.06 0.02
C 1.20665 -0.10409 3.71388 -0.02 0.07 0.02
C 2.16601 -0.04150 4.71933 0.03 -0.01 0.00
C 2.01579 0.83911 5.77650 -0.01 0.00 -0.01
C 0.89585 1.66059 5.82848 -0.01 0.00 0.00
C -0.06411 1.60012 4.83266 -0.02 0.00 0.00
H -0.25332 -0.99957 1.78952 -0.01 -0.03 0.10
H -3.39330 0.87218 1.49043 -0.01 -0.02 0.01
H -5.52468 -0.20314 2.10481 0.02 0.00 0.01
H -5.66445 -1.59721 4.14618 0.01 0.01 0.00
H -3.65889 -1.90626 5.56023 0.00 0.01 -0.01
H -1.52997 -0.83636 4.94010 0.00 0.00 0.00
H 1.37364 -0.80304 2.90358 -0.03 -0.01 -0.02
H 3.03333 -0.68846 4.66538 -0.02 0.02 0.00
H 2.76490 0.88836 6.55636 -0.01 0.00 -0.01
H 0.77056 2.35555 6.64942 0.00 -0.01 -0.02
H -0.93413 2.24425 4.86417 0.02 -0.02 0.01
O 2.11881 -2.32205 0.97441 0.07 0.03 -0.02
C 2.64553 -1.36189 0.45448 0.02 -0.10 0.06
N 2.00563 -0.22066 0.04086 -0.30 0.41 -0.11
C 2.89577 0.72228 -0.35617 0.01 -0.06 0.11
O 2.49106 1.85377 -0.64426 0.05 -0.11 0.03
C 4.27436 0.15585 -0.28266 -0.01 -0.07 -0.10
C 5.51554 0.68381 -0.56061 0.01 0.02 -0.03
C 6.62167 -0.14028 -0.35323 -0.01 0.01 0.00
C 6.47014 -1.43829 0.11999 -0.04 -0.01 0.00
C 5.20711 -1.95883 0.40899 0.03 -0.05 0.01
C 4.12113 -1.14231 0.19642 -0.08 0.12 0.00
H 5.62587 1.69834 -0.92098 0.00 -0.01 0.00
H 7.61513 0.23689 -0.55893 -0.01 -0.01 0.00
H 7.34971 -2.05088 0.27153 -0.02 0.00 0.00
H 5.07903 -2.96421 0.78948 0.01 0.02 0.00
C -0.80892 4.02662 -5.05857 -0.02 -0.04 0.02
C 0.24131 3.95379 -4.15517 0.01 0.02 -0.01
C 0.29205 2.92223 -3.22781 -0.01 0.02 0.04
C -0.70675 1.95443 -3.21991 0.01 -0.04 0.04
C -1.76062 2.02614 -4.12323 0.00 -0.06 0.00
C -1.81179 3.06487 -5.03976 0.03 0.05 -0.03
As -0.55671 0.53326 -1.91660 0.04 0.16 0.14
C 0.20291 -0.94532 -2.88632 -0.03 -0.03 -0.04
C 1.51079 -1.08693 -3.31509 0.03 0.00 0.00
C 1.89296 -2.26133 -3.94977 -0.01 0.03 0.01
C 0.96676 -3.27978 -4.13841 -0.03 -0.01 0.00
C -0.34340 -3.13670 -3.70372 0.01 -0.06 -0.02
C -0.73733 -1.96315 -3.07268 0.01 0.03 0.00
C -2.09303 -1.66224 -2.55797 0.01 0.01 0.02
C -3.19241 -2.51105 -2.60650 -0.04 -0.03 -0.02
C -4.40835 -2.09746 -2.08053 0.01 -0.01 -0.01
C -4.54177 -0.84139 -1.50178 0.00 0.00 0.00
C -3.44812 0.01144 -1.43954 0.00 0.03 -0.01
C -2.23727 -0.40039 -1.97018 0.02 -0.01 0.02
H -0.85098 4.83714 -5.77460 0.00 0.00 0.00
H 1.01818 4.70763 -4.16231 -0.01 -0.01 0.00
H 1.09826 2.87833 -2.50343 0.00 0.01 -0.01
H -2.53939 1.27315 -4.11043 -0.01 0.01 -0.01
H -2.63514 3.12444 -5.74023 0.01 0.00 0.00
H 2.22951 -0.29040 -3.15931 0.01 0.00 -0.01
H 2.91169 -2.38503 -4.29334 0.00 0.00 0.00
H 1.27072 -4.19580 -4.62863 -0.01 0.00 0.01
H -1.05090 -3.94215 -3.85782 0.01 0.01 0.00
H -3.10710 -3.49500 -3.05083 0.00 0.01 0.01
H -5.26190 -2.76222 -2.12043 0.01 0.00 0.00
H -5.49529 -0.53078 -1.09455 0.01 0.00 0.00
H -3.54170 0.99012 -0.98431 -0.01 0.01 0.00
```
Positions in Å, forces in eV/Å.

---

Q: Which of these has the highest energy?
A: C40H27LuN8O9SSb